Record 1
A molecular structure, C2H5N3OS. Source: the OMol25 dataset; level of theory: ωB97M-V with the def2-TZVPD basis set.

```
12
C2H5N3OS | the OMol25 dataset | ωB97M-V with the def2-TZVPD basis set
C -0.260 0.426 2.454
C -0.376 0.262 -1.319
N -1.292 0.119 2.929
N 0.540 -1.704 0.401
N 0.766 0.831 1.860
O 2.114 -0.113 -0.728
S 0.764 -0.176 -0.192
H -0.010 1.275 -1.621
H -1.360 0.101 -1.051
H 1.153 -2.405 -0.047
H -0.181 -1.924 1.144
H 1.736 0.611 1.959
```

## Properties
- E_LUMO (alpha / beta) (eV) = -1.620 / -1.622
- energy above the lowest of the compared OMol25 structures with the same formula, charge and spin (kcal per mole) = 135.9
- 2S+1 = 1
- orbital gap (alpha / beta) (eV) = 7.647 / 7.646

Atom charges from the natural (NBO) analysis, given in e for atoms 1 to 6:
1. C 0.37
2. C -0.81
3. N -0.44
4. N -1.09
5. N -0.81
6. O -0.88

Record 2
C2H5N3OS in the gas phase. Source: the OMol25 dataset; level of theory: ωB97M-V with the def2-TZVPD basis set.

```
12
C2H5N3OS | the OMol25 dataset | ωB97M-V with the def2-TZVPD basis set
H -2.314 -1.437 -0.181
N -2.759 -0.481 -0.203
C -1.765 0.304 -0.037
N -0.420 -0.018 0.179
O -0.131 -1.353 -0.119
C 0.522 0.998 -0.095
N 1.803 0.909 -0.128
S 2.648 -0.620 -0.095
H -1.929 1.375 0.075
H 0.348 -1.681 0.650
H 0.120 2.017 -0.049
H 3.877 -0.013 0.004
```

## Properties
- SMILES = [H]/N=C\N(O)/C=N\S
- E_LUMO (eV) = 0.566
- energy above the lowest of the compared OMol25 structures with the same formula, charge and spin (kcal per mole) = 87.4
- 2S+1 = 1
- orbital gap (eV) = 9.448

Atom charges from the natural (NBO) analysis, given in e for atoms 1 to 6:
1. H 0.34
2. N -0.63
3. C 0.24
4. N -0.19
5. O -0.54
6. C 0.22

Record 3
C2H5N3OS in the gas phase. Source: the OMol25 dataset; level of theory: ωB97M-V with the def2-TZVPD basis set.

```
12
C2H5N3OS | the OMol25 dataset | ωB97M-V with the def2-TZVPD basis set
N 0.274 0.406 -2.296
N -0.192 -0.137 -1.111
C 0.161 0.364 0.095
S 1.461 1.383 0.433
N -0.519 -0.156 1.210
C -1.313 -1.335 1.226
O -1.506 -2.078 0.272
H 0.481 1.377 -2.147
H 1.127 -0.024 -2.602
H -1.034 -0.698 -1.200
H -0.250 0.319 2.084
H -1.687 -1.445 2.211
```

## Properties
- SMILES = NNC(=S)NC=O
- E_LUMO (eV) = 0.302
- energy above the lowest of the compared OMol25 structures with the same formula, charge and spin (kcal per mole) = 30.3
- 2S+1 = 1
- orbital gap (eV) = 9.118

Atom charges from the natural (NBO) analysis, given in e for atoms 1 to 6:
1. N -0.63
2. N -0.42
3. C 0.27
4. S -0.25
5. N -0.65
6. C 0.54

Record 4
A molecular structure, C2H5N3OS. Source: the OMol25 dataset; level of theory: ωB97M-V with the def2-TZVPD basis set.

```
12
C2H5N3OS | the OMol25 dataset | ωB97M-V with the def2-TZVPD basis set
C -0.147 -1.249 0.549
C -0.042 1.916 -0.572
H 1.613 -1.003 2.860
H -1.262 -1.784 1.122
H 1.386 0.568 -0.947
H 0.702 2.819 -0.697
H -1.752 1.721 -0.401
N 1.093 -0.997 0.949
N 0.307 0.672 -1.027
N -1.151 2.515 -0.155
O 1.051 -1.436 2.240
S -0.607 -0.635 -1.130
```

## Properties
- E_LUMO (eV) = 0.428
- energy above the lowest of the compared OMol25 structures with the same formula, charge and spin (kcal per mole) = 140.0
- 2S+1 = 1
- orbital gap (eV) = 9.649

Atom charges from the natural (NBO) analysis, given in e for atoms 1 to 6:
1. C -0.12
2. C 0.25
3. H 0.48
4. H 0.24
5. H 0.43
6. H 0.18

Record 5
C2H5N3OS in the gas phase. Source: the OMol25 dataset; level of theory: ωB97M-V with the def2-TZVPD basis set.

```
12
C2H5N3OS | the OMol25 dataset | ωB97M-V with the def2-TZVPD basis set
N -3.114 -0.407 -0.010
N -1.849 0.226 0.011
C -0.898 -0.623 0.005
N 0.413 -0.240 -0.011
S 0.789 1.470 -0.001
C 1.418 -1.170 -0.002
O 2.632 -0.892 0.004
H -3.589 0.048 -0.794
H -3.602 0.063 0.814
H -0.989 -1.751 0.020
H 2.187 1.159 0.014
H 1.051 -2.195 -0.001
```

## Properties
- SMILES = N/N=C/N(S)C=O
- E_LUMO (eV) = 0.668
- energy above the lowest of the compared OMol25 structures with the same formula, charge and spin (kcal per mole) = 62.8
- 2S+1 = 1
- orbital gap (eV) = 9.760

Atom charges from the natural (NBO) analysis, given in e for atoms 1 to 6:
1. N -0.67
2. N -0.34
3. C 0.26
4. N -0.56
5. S 0.17
6. C 0.52

Record 6
C2H5N3OS in the gas phase. Source: the OMol25 dataset; level of theory: ωB97M-V with the def2-TZVPD basis set.

```
12
C2H5N3OS | the OMol25 dataset | ωB97M-V with the def2-TZVPD basis set
H 2.470 -1.391 -0.397
N 1.541 -1.825 0.004
C 0.550 -1.016 -0.050
N 0.710 0.457 -0.567
N 0.160 1.248 0.621
S -1.126 -1.732 0.297
C -2.035 -0.272 -0.085
O -3.298 -0.218 -0.217
H 1.635 0.613 -0.826
H 0.785 1.347 1.428
H -0.166 2.164 0.360
H -1.225 0.625 -0.568
```

## Properties
- SMILES = [H]/N=C(\NN)SC=O
- E_LUMO (eV) = 0.460
- energy above the lowest of the compared OMol25 structures with the same formula, charge and spin (kcal per mole) = 103.7
- 2S+1 = 1
- orbital gap (eV) = 9.854

Atom charges from the natural (NBO) analysis, given in e for atoms 1 to 6:
1. H 0.35
2. N -0.65
3. C 0.29
4. N -0.51
5. N -0.70
6. S 0.29

Record 7
C2H5N3OS in the gas phase. Source: the OMol25 dataset; level of theory: ωB97M-V with the def2-TZVPD basis set.

```
12
C2H5N3OS | the OMol25 dataset | ωB97M-V with the def2-TZVPD basis set
H -1.959 0.121 -1.098
N -1.705 -0.735 -0.585
C -0.534 -0.671 -0.059
N -0.022 -1.760 0.573
N 0.381 0.468 -0.006
S 1.980 0.477 0.695
C 0.023 1.636 -0.680
O -0.925 1.901 -1.411
H -0.596 -2.558 0.582
H 0.955 -1.954 0.527
H 1.656 0.603 2.011
H 0.748 2.472 -0.549
```

## Properties
- SMILES = [H]/N=C(/N)N(S)C=O
- E_LUMO (eV) = 0.257
- energy above the lowest of the compared OMol25 structures with the same formula, charge and spin (kcal per mole) = 31.7
- 2S+1 = 1
- orbital gap (eV) = 9.666

Atom charges from the natural (NBO) analysis, given in e for atoms 1 to 6:
1. H 0.38
2. N -0.72
3. C 0.56
4. N -0.83
5. N -0.62
6. S 0.21

Record 8
A gas-phase ion, C2H5N3P (charge +1). Source: the OMol25 dataset; level of theory: ωB97M-V with the def2-TZVPD basis set.

```
11
C2H5N3P | the OMol25 dataset | ωB97M-V with the def2-TZVPD basis set
C 0.549 1.018 -0.151
C 0.375 -1.295 0.320
N -1.626 -1.250 0.018
N -0.592 1.324 0.316
N 0.948 -0.220 -0.315
P -2.108 0.190 -0.065
H 1.318 1.803 -0.597
H 0.028 -1.395 1.302
H 0.452 -2.184 -0.115
H -1.035 2.269 0.354
H 1.692 -0.262 -1.069
```

## Properties
- E_LUMO (eV) = -4.833
- energy above the lowest of the compared OMol25 structures with the same formula, charge and spin (kcal per mole) = 46.1
- 2S+1 = 1
- orbital gap (eV) = 9.736
- total charge = +1

Atom charges from the natural (NBO) analysis, given in e for atoms 1 to 6:
1. C 0.38
2. C 0.05
3. N -0.92
4. N -0.79
5. N -0.55
6. P 1.20

Record 9
C2H5N3S in the gas phase. Source: the OMol25 dataset; level of theory: ωB97M-V with the def2-TZVPD basis set.

```
11
C2H5N3S | the OMol25 dataset | ωB97M-V with the def2-TZVPD basis set
H 3.340 0.141 -0.295
N 2.538 -0.468 -0.167
C 1.423 0.069 0.069
N 0.949 1.400 0.048
C 0.337 -1.030 0.130
N -0.946 -1.040 0.052
S -1.936 0.316 -0.090
H -0.012 1.396 0.482
H 1.618 2.222 0.216
H 0.776 -2.007 0.248
H -3.100 -0.298 0.067
```

## Properties
- SMILES = [H]/N=C(N)/C=N\S
- E_LUMO (eV) = 0.672
- energy above the lowest of the compared OMol25 structures with the same formula, charge and spin (kcal per mole) = 45.1
- 2S+1 = 1
- orbital gap (eV) = 9.803

Atom charges from the natural (NBO) analysis, given in e for atoms 1 to 6:
1. H 0.34
2. N -0.68
3. C 0.37
4. N -0.85
5. C 0.06
6. N -0.55

Record 10
C2H5N3S in the gas phase. Source: the OMol25 dataset; level of theory: ωB97M-V with the def2-TZVPD basis set.

```
11
C2H5N3S | the OMol25 dataset | ωB97M-V with the def2-TZVPD basis set
C 2.021 0.874 0.050
N 1.617 -0.319 -0.171
N 0.283 -0.661 -0.081
C -0.873 0.066 -0.075
N -1.968 -0.749 -0.050
S -1.047 1.716 -0.105
H 1.417 1.730 0.296
H 3.113 0.993 -0.033
H 0.195 -1.663 -0.278
H -2.866 -0.271 0.097
H -1.892 -1.716 0.350
```

## Properties
- SMILES = C=NNC(N)=S
- E_LUMO (eV) = 0.735
- energy above the lowest of the compared OMol25 structures with the same formula, charge and spin (kcal per mole) = 38.3
- 2S+1 = 1
- orbital gap (eV) = 9.248

Atom charges from the natural (NBO) analysis, given in e for atoms 1 to 6:
1. C -0.11
2. N -0.24
3. N -0.44
4. C 0.25
5. N -0.81
6. S -0.23